# 1
# C22H64O10

A cluster of 10 separate species, C22H64O10 in total (wB97M-V/def2-TZVPD, the OMol25 dataset).

Geometry as XYZ:
```
96
Properties=species:S:1:pos:R:3:forces:R:3:mulliken_charge:R:1
C -0.641606 -0.971050 -1.369425 0.45 0.00 -0.24 -1.5195
C -0.616931 -0.702944 0.127354 0.13 -0.63 -0.43 1.4837
C 0.597545 -0.010697 0.708924 0.08 -0.04 -0.05 -1.0162
O -1.796606 0.016417 0.424261 0.01 0.58 0.63 -0.0319
H -0.593940 -0.042293 -1.942411 0.11 0.04 0.04 0.0394
H -1.573849 -1.465634 -1.655355 -0.09 0.01 0.18 0.5800
H 0.153386 -1.639943 -1.705225 0.15 0.12 0.11 0.6085
H -0.604713 -1.678639 0.635198 -0.46 -0.01 0.04 -0.5424
H 0.830586 0.991612 0.343562 -0.23 -0.05 -0.33 0.1673
H 1.438802 -0.674217 0.495583 0.19 0.18 0.12 0.1828
H 0.474399 0.063849 1.791372 0.05 -0.09 0.03 0.1759
H -2.513769 -0.322687 -0.119909 -0.14 0.23 0.03 -0.2599
C -0.438072 -1.847660 5.980269 0.32 0.25 -0.08 -1.5656
C -1.074326 -0.566226 5.421689 -0.73 -0.35 1.71 0.9020
C -0.685820 0.688965 6.195583 0.81 0.34 -0.90 -1.3128
O -0.799663 -0.416045 4.047828 -0.17 -0.11 0.20 -0.1105
H -0.983518 -2.748861 5.702978 0.08 0.08 -0.40 0.3763
H -0.414846 -1.869545 7.071260 -0.10 0.36 0.01 0.4501
H 0.602627 -1.915600 5.652764 -0.01 -0.12 -0.10 0.2840
H -2.148558 -0.671751 5.635735 -0.15 -0.13 -0.59 0.1839
H 0.322043 0.963599 5.862748 0.25 -0.17 0.56 0.2872
H -0.757723 0.563594 7.273324 0.08 0.04 -0.01 0.4271
H -1.263203 1.560262 5.874086 -0.41 -0.20 0.14 0.2552
H -1.287144 0.389570 3.786271 0.14 -0.06 -0.48 0.1465
C -3.428493 4.419690 -3.757042 0.36 0.73 -0.27 -1.3825
C -3.632507 3.094439 -3.063307 0.90 -0.02 0.62 0.8366
C -2.397321 2.700446 -2.225027 0.48 -1.13 -0.58 -1.3179
O -4.769400 3.174274 -2.209754 -0.04 0.11 0.27 -0.5740
H -2.971950 5.167067 -3.101149 -0.08 -0.21 0.32 0.3236
H -4.344613 4.892542 -4.111399 -0.14 -0.38 -0.11 0.3624
H -2.723985 4.344844 -4.588763 -0.16 -0.24 -0.11 0.3476
H -3.822669 2.278202 -3.767132 0.08 0.17 -0.22 0.1462
H -2.071576 3.389179 -1.445091 -0.54 0.17 0.09 0.3390
H -1.481259 2.492756 -2.790312 -0.19 0.53 -0.58 0.4094
H -2.538619 1.688277 -1.830637 -0.42 0.24 0.56 0.1750
H -4.488843 2.829556 -1.356787 -0.21 -0.01 0.04 0.3050
C 0.885604 -2.854888 -6.470512 -0.51 0.57 0.33 -1.4246
C 0.715699 -2.582891 -4.959429 0.52 -0.77 -0.16 0.6908
C -0.701441 -2.116015 -4.637875 -0.17 0.70 -0.52 -1.2294
O 1.036452 -3.763313 -4.209484 -0.10 -0.01 0.01 -0.5525
H 0.677678 -1.910095 -6.979571 -0.15 -0.13 -0.24 0.3569
H 0.143263 -3.600382 -6.764750 -0.09 0.09 -0.12 0.3589
H 1.848577 -3.206350 -6.835686 0.22 0.03 0.57 0.3295
H 1.457709 -1.860856 -4.618288 -0.05 0.11 -0.03 0.1784
H -1.399346 -2.463022 -5.403700 -0.09 -0.26 0.18 0.4136
H -0.786617 -1.026349 -4.669549 0.17 0.04 -0.06 0.3212
H -1.049746 -2.395211 -3.647310 0.19 -0.31 -0.03 0.2976
H 0.323769 -4.394896 -4.359595 0.09 -0.07 0.04 0.3115
C 2.280664 1.744419 -2.914614 0.75 -1.07 -0.33 -0.9976
C 3.792405 1.527074 -2.663839 -1.18 -0.29 0.20 0.6174
C 4.301130 2.149762 -1.371569 -0.40 0.67 -0.84 -1.3854
O 4.008318 0.103531 -2.558212 0.11 0.59 -0.22 -0.4875
H 2.014565 1.289459 -3.873181 0.19 0.06 -0.13 0.3504
H 1.992097 2.790898 -2.987147 -0.13 0.00 0.52 0.4408
H 1.773103 1.097417 -2.196769 -0.39 0.68 0.36 -0.0041
H 4.292521 1.940904 -3.543472 0.51 -0.19 0.15 0.1822
H 3.713986 1.842799 -0.505471 0.09 -0.32 -0.03 0.1775
H 4.178722 3.232626 -1.450447 0.35 0.05 0.13 0.4350
H 5.350807 1.871719 -1.279147 0.04 0.24 0.36 0.4348
H 4.456346 0.010533 -1.710396 -0.01 -0.51 -0.03 0.2200
C -2.664990 3.928142 3.192870 0.02 0.39 0.38 -1.6344
C -1.723731 3.000292 2.407633 -0.40 -0.41 0.70 1.4013
C -0.261689 3.199471 2.770305 0.57 1.38 -0.82 -1.0693
O -2.069435 1.644361 2.688387 -0.55 -0.31 0.41 -0.6850
H -2.291609 4.955165 3.210570 0.20 -0.06 -0.24 0.4065
H -2.758223 3.665927 4.249705 0.23 -0.38 -0.05 0.3292
H -3.688902 4.014651 2.826732 0.09 -0.44 -0.34 0.3482
H -1.881997 3.176242 1.341461 0.15 0.11 -0.06 -0.2344
H 0.359186 2.986820 1.896674 0.08 -0.37 0.14 0.2208
H 0.142667 2.673209 3.631594 -0.49 -0.29 0.06 0.1062
H -0.086810 4.267765 2.939920 0.03 -0.03 0.12 0.4528
H -1.929870 1.038509 1.939503 -0.05 0.32 -0.39 0.1857
C 0.240593 -3.896124 2.708557 0.21 1.33 1.35 -0.4906
O -0.990720 -3.250633 3.037453 -0.30 -0.50 -0.68 -0.4800
H 0.176046 -4.951760 2.962561 -0.02 -0.02 -0.34 0.3263
H 0.605961 -3.692042 1.698309 -0.33 -0.30 -0.16 0.1619
H 0.948385 -3.411004 3.395312 0.54 -0.60 -0.22 0.1686
H -0.781675 -2.368576 3.362373 -0.16 0.27 -0.10 0.2494
C -4.291905 -1.598763 0.213462 -0.48 -1.36 0.16 -0.7049
O -4.560149 -0.524048 -0.669120 0.53 -0.11 -0.16 -0.4877
H -4.225438 -1.294363 1.256676 0.02 0.04 0.02 0.2651
H -4.994769 -2.432177 0.103238 -0.60 0.41 0.18 0.3945
H -3.389962 -2.156006 -0.049772 0.44 0.77 -0.19 0.2370
H -5.390218 -0.109071 -0.421905 0.00 -0.03 0.06 0.2938
C 4.057708 -3.262138 -0.293608 -0.69 -0.94 0.05 -0.0655
O 3.773313 -4.529503 -0.889441 0.15 -0.08 -0.12 -0.5957
H 5.016179 -2.880593 -0.643426 -0.18 0.34 0.04 0.2679
H 3.192820 -2.620488 -0.481387 0.45 0.54 -0.03 -0.0464
H 4.086630 -3.460286 0.778600 0.23 0.19 -0.02 0.1326
H 3.587119 -4.374674 -1.820803 -0.04 -0.08 0.01 0.3017
C 4.542021 -0.495301 2.126422 1.07 -0.77 0.96 -0.5357
O 5.178928 -0.616994 0.873210 -1.31 0.61 -1.45 -0.3657
H 4.290637 -1.490546 2.501673 -0.03 -0.06 0.08 0.2359
H 5.195151 -0.030184 2.867460 -0.01 0.10 0.02 0.3541
H 3.609463 0.065185 2.119343 0.12 0.21 -0.76 0.1130
H 6.119156 -0.762685 0.787406 0.13 0.00 1.07 0.2456
```
Forces are in eV/Å.

As for the SMILES: CC(C)O.CC(C)O.CC(C)O.CC(C)O.CC(C)O.CC(C)O.CO.CO.CO.CO. The value obtained for the total energy is -44324.145 eV. The value obtained for the HOMO-LUMO gap is 10.3831 eV. As for the total charge: 0. Its multiplicity is 1.

***

# 2
# C22H65N3O12

A cluster of 9 separate species, C22H65N3O12 in total (wB97M-V/def2-TZVPD, the OMol25 dataset).

Geometry as XYZ:
```
102
Properties=species:S:1:pos:R:3:forces:R:3:mulliken_spin:R:1
C -2.810927 -3.256845 2.180550 -0.71 0.78 -0.07 -0.0013
O -2.339033 -4.558248 2.390688 2.60 -1.50 0.47 0.0141
C -0.893644 -4.586380 2.357802 -0.33 -0.73 0.99 0.0416
C -0.330928 -5.965157 2.867088 0.78 2.52 -1.61 0.0189
N -0.323979 -6.960446 1.840996 -1.70 -1.40 3.61 0.6904
C 0.128476 -8.235786 2.396778 0.82 -0.40 -0.34 0.0344
C -1.029493 -8.912324 3.185974 -1.15 0.96 -0.08 0.0804
O -0.671637 -10.169159 3.522298 -0.31 -2.13 0.73 0.0095
C -1.715540 -10.862730 4.266001 -0.18 -0.47 0.97 0.0097
H -3.736086 -3.143450 2.745620 -0.13 -0.14 -0.28 0.0002
H -2.977927 -3.130513 1.110849 -0.05 0.45 0.04 0.0016
H -2.137129 -2.505432 2.592227 0.20 0.06 -0.23 -0.0015
H -0.461471 -3.959309 3.137614 -0.27 0.72 -0.14 -0.0010
H -0.460315 -4.314292 1.395364 -0.18 0.06 -0.19 0.0023
H -1.000185 -6.176360 3.701112 -0.28 -0.78 0.16 0.0714
H 0.693849 -5.861156 3.223603 -0.09 0.15 0.29 0.0095
H -1.304913 -6.962590 1.600434 -0.44 -0.38 -1.90 -0.0098
H 0.974567 -8.038701 3.055097 0.01 -0.05 -0.15 -0.0038
H 0.410123 -8.990920 1.662924 0.02 0.24 -0.33 0.0253
H -1.922574 -8.907332 2.561084 -0.35 0.08 -0.35 -0.0026
H -1.299036 -8.381725 4.099164 0.23 0.78 0.12 0.0111
H -2.207613 -10.291355 5.053079 0.37 0.99 -0.12 -0.0009
H -1.315590 -11.685323 4.858857 0.72 0.02 -0.57 0.0011
H -2.566913 -11.288258 3.734799 0.40 0.24 -1.04 -0.0003
C 4.068100 5.685434 -2.421800 -0.55 0.55 -0.53 0.0000
O 3.136307 5.019386 -1.584668 0.76 -0.89 0.13 0.0000
C 3.355419 3.601441 -1.478509 -0.67 0.14 -0.41 0.0000
C 2.970769 2.765849 -2.733292 1.40 0.37 0.31 0.0000
N 1.610915 2.368919 -2.930920 -0.89 0.41 0.02 0.0000
C 0.768926 3.539302 -3.162427 -1.94 -0.50 0.42 0.0000
C -0.716756 3.071042 -3.458034 1.06 -0.30 0.61 0.0000
O -0.821426 2.121283 -4.507574 0.99 0.53 -0.88 0.0000
C -0.431325 2.617224 -5.800013 -0.58 -0.30 -0.22 0.0000
H 3.941086 6.755142 -2.255375 -0.16 -0.06 0.02 0.0000
H 3.839824 5.482362 -3.468104 0.00 0.05 -0.20 0.0000
H 5.133709 5.492597 -2.297766 0.02 -0.57 0.60 0.0000
H 2.799079 3.282123 -0.597246 -0.20 -0.03 -0.03 0.0000
H 4.403226 3.381070 -1.274475 0.25 0.22 -0.04 0.0000
H 3.571872 1.857799 -2.686090 0.15 -0.07 -0.04 0.0000
H 3.302633 3.336791 -3.600464 0.39 0.10 -0.22 0.0000
H 1.563342 1.766042 -3.739856 -0.08 -0.24 -0.09 0.0000
H 1.099706 4.252209 -3.917718 0.41 -0.17 -0.32 0.0000
H 0.808653 4.077670 -2.215505 -0.45 0.32 -0.05 0.0000
H -1.405765 3.904596 -3.594234 0.13 0.25 -0.18 0.0000
H -1.066495 2.486120 -2.607357 0.02 0.25 0.30 0.0000
H -0.365243 1.773879 -6.487409 -0.10 -0.14 0.24 0.0000
H 0.519125 3.145084 -5.878114 0.23 -0.03 0.62 0.0000
H -1.184505 3.291968 -6.206874 -0.21 0.12 0.14 0.0000
C -0.013969 7.415090 2.155804 -0.56 -1.31 0.22 0.0000
O -1.055202 6.416435 1.958775 0.40 0.58 -0.82 0.0000
C -0.684577 5.126165 1.406977 -0.22 1.33 0.77 0.0000
C -1.854226 4.505325 0.657984 0.04 -0.09 1.02 0.0000
N -2.875996 3.833720 1.522595 0.85 0.42 -0.70 0.0000
C -3.863334 3.155803 0.713556 -0.45 -1.00 -0.81 0.0001
C -3.310303 1.932672 -0.063085 -0.42 0.39 -0.14 -0.0002
O -4.403197 1.148835 -0.552843 0.16 0.21 0.01 0.0000
C -4.046537 -0.156040 -1.004212 0.19 0.48 0.38 0.0000
H 0.541027 7.751234 1.279960 -0.39 -0.27 -0.61 0.0000
H 0.744681 6.992367 2.814473 -0.01 0.20 0.42 0.0000
H -0.517245 8.281170 2.585575 0.14 -0.19 0.15 0.0000
H -0.337974 4.530762 2.251638 0.00 -0.36 -0.22 0.0000
H 0.126968 5.221104 0.685527 0.24 0.24 -0.03 0.0000
H -1.338509 3.786717 0.020998 -0.54 -0.39 -0.13 0.0000
H -2.345983 5.265914 0.051546 0.14 0.13 -0.31 0.0000
H -3.401080 4.550892 2.002231 0.28 0.31 0.33 0.0000
H -4.279995 3.817207 -0.046073 -0.12 0.29 -0.25 0.0000
H -4.721182 2.872869 1.323604 0.19 -0.29 0.19 0.0000
H -2.581972 1.367202 0.518188 -0.26 -0.24 0.42 0.0000
H -2.742162 2.328475 -0.904908 0.11 -0.10 -0.34 0.0001
H -3.775615 -0.724616 -0.114599 0.15 -0.44 0.01 0.0000
H -3.220283 -0.170335 -1.714989 0.20 0.19 0.00 0.0000
H -4.889598 -0.635467 -1.501708 -0.19 0.29 0.21 0.0000
O 0.877253 -2.315539 -2.664402 -0.42 -0.13 -0.30 0.0000
H 1.623760 -2.290837 -2.065781 0.43 -0.03 0.51 0.0000
H 1.236449 -2.660509 -3.481842 -0.10 -0.07 -0.32 0.0000
O -1.316863 -0.790424 -3.241200 -0.60 0.16 0.02 0.0000
H -0.542183 -1.214210 -2.871726 0.43 -0.43 0.05 0.0000
H -1.056258 0.122648 -3.362061 -0.03 0.42 -0.32 0.0000
O -1.446098 2.413352 3.468028 0.21 -0.71 0.89 0.0000
H -1.882413 2.959713 2.814310 -0.68 0.37 -0.60 0.0000
H -0.560511 2.290896 3.126007 0.45 0.01 -0.04 0.0000
O 1.161761 2.492238 2.175809 0.21 0.11 0.60 0.0000
H 2.042474 2.201257 2.412233 0.22 0.02 0.23 0.0000
H 1.062914 2.237213 1.258514 -0.32 -0.10 -0.95 0.0000
C -0.181741 -0.364826 0.882338 0.43 0.43 -0.31 -0.0007
C 0.699863 0.181754 -0.241986 -0.30 -0.29 -0.48 0.0002
O 0.533773 1.575768 -0.429156 -0.73 0.31 1.58 0.0000
H -1.235840 -0.244658 0.632290 0.07 0.12 0.14 -0.0002
H 0.074448 0.150448 1.808059 -0.33 0.00 0.09 0.0000
H 0.002630 -1.429382 1.026676 0.15 -0.10 -0.12 0.0005
H 0.419694 -0.282708 -1.187441 0.18 -0.37 0.05 0.0000
H 1.754720 -0.006747 -0.042382 0.16 -0.32 0.11 0.0000
H 0.908520 1.828697 -1.276025 0.41 0.06 -0.97 0.0000
C 4.947010 -1.151057 -0.023784 -0.96 -0.29 0.05 0.0000
C 3.991486 -1.409789 -1.260311 3.33 2.25 -0.08 0.0000
O 2.986049 -2.286475 -1.015982 -1.20 -1.39 1.21 0.0000
H 4.368889 -0.939423 0.875708 -0.34 -0.03 0.01 0.0000
H 5.667252 -0.333455 -0.053214 -0.17 0.08 -0.78 0.0000
H 5.537199 -2.036752 0.211439 -0.03 -0.24 -0.19 0.0000
H 4.629574 -1.793226 -2.056493 0.14 0.01 -0.27 0.0000
H 3.568992 -0.478953 -1.638675 -0.14 0.06 0.21 0.0000
H 3.370199 -2.970051 -0.462145 -0.32 -0.39 0.04 0.0000
```
Forces are in eV/Å.

The value obtained for the total energy is -52894.711 eV. The value obtained for the HOMO-LUMO gap (spin up / spin down) is 7.7283 / 2.0819 eV. As for the total charge: +1. Its multiplicity is 2.

***

Calculated values (Eh/bohr) of max |F| for the records, taken in order: 0.040, 0.082.